# 1
# C23H23LaN3O4S5

A structure of composition C23H23LaN3O4S5 in a non-equilibrium geometry (wB97M-V/def2-TZVPD, OMol25).

```
59
C23H23LaN3O4S5, DFT wB97M-V/def2-TZVPD
La -0.89576 0.02670 -0.12288
C -2.08899 2.59232 -3.20455
C -1.18153 2.65454 -2.00955
C 0.13182 2.18367 -2.06979
C 0.97609 2.27424 -0.95949
C 0.50650 2.79119 0.24058
C -0.80868 3.25799 0.31903
C -1.62701 3.20461 -0.79912
H -2.58667 3.54884 -3.36079
H -2.87814 1.84736 -3.07557
H -1.53144 2.34529 -4.10491
H 0.51476 1.77118 -2.99630
H 2.00018 1.92734 -1.04031
H 1.16022 2.84726 1.10195
H -1.18026 3.67334 1.24638
H -2.63040 3.60629 -0.74654
O 0.87612 -0.22953 1.42379
C 1.84387 -1.00761 1.45161
C 2.34599 -1.78805 0.35951
C 3.49167 -2.55981 0.64889
C 4.07365 -3.27631 -0.36423
C 3.58622 -3.26017 -1.66929
C 2.47023 -2.51173 -1.97208
C 1.81731 -1.77955 -0.96490
O 0.73568 -1.09551 -1.23404
N 5.27389 -4.08801 -0.05918
O 5.62921 -4.13339 1.09834
O 5.76473 -4.70589 -0.97794
H 2.37930 -1.09261 2.40747
H 3.92230 -2.59621 1.63924
H 4.09358 -3.83634 -2.43025
H 2.07003 -2.48398 -2.97413
C -3.16369 -4.81936 2.58247
C -2.88158 -3.98163 1.38671
C -3.18989 -4.16159 0.04736
C -2.67623 -3.03944 -0.61097
N -2.07742 -2.22594 0.25947
N -2.21155 -2.82188 1.46989
C -2.74161 -2.66247 -2.05311
H -3.89324 -5.58506 2.33049
H -3.56514 -4.21952 3.39624
H -2.25614 -5.31533 2.92742
H -3.72329 -4.98641 -0.38244
H -1.95814 -2.28647 2.28964
H -3.02629 -3.50854 -2.67486
H -1.76936 -2.32378 -2.42410
H -3.48347 -1.87674 -2.21945
C -5.44821 -0.24657 4.17527
S -5.08715 -1.57495 3.01263
C -4.82908 -0.66486 1.53796
C -3.81332 0.18012 1.25210
S -2.39783 0.52157 2.25405
S -3.96226 0.92251 -0.33421
C -5.28406 -0.01747 -0.96695
S -5.77369 0.09458 -2.52523
S -5.99765 -0.96546 0.26669
H -5.54212 -0.72373 5.14910
H -6.38175 0.25369 3.93461
H -4.63256 0.46858 4.22298
```

Output
LUMO: -3.7 eV
ΔE to the lowest compared entry with this formula, charge and spin: 0.00 kJ/mol
electronic energy: -91916.2934 eV
gap between HOMO and LUMO: 6.7 eV
total charge: +1

=====

# 2
# C23H23N4O5SW

A structure of composition C23H23N4O5SW in a non-equilibrium geometry (wB97M-V/def2-TZVPD, OMol25).

```
57
C23H23N4O5SW, DFT wB97M-V/def2-TZVPD
W -0.19265 1.17603 0.99736
O 5.89584 1.35534 1.32003
C 4.57339 1.31665 1.31379
C 3.79373 1.28654 2.46989
C 2.43669 1.24051 2.32546
N 1.85979 1.20774 1.13110
C 2.59757 1.27174 0.02165
C 3.95013 1.32507 0.05077
C 1.73435 1.28764 -1.21438
O 2.13287 1.34310 -2.32960
O 0.43587 1.26847 -0.85805
C 1.43139 1.27418 3.44144
O 1.72461 1.22494 4.59613
O 0.21456 1.41538 2.92931
H 6.25334 1.34681 2.21827
H 4.21463 1.31592 3.46987
H 4.52246 1.37309 -0.86788
C 2.25417 -2.20664 1.31447
N 1.62190 -2.87091 0.19881
C 1.30213 -4.25860 0.48190
C 0.54003 -2.12172 -0.41297
C -0.68605 -1.90650 0.45919
C -1.60280 -2.96112 0.54660
C -2.67423 -2.93699 1.42171
C -2.84221 -1.84746 2.27203
C -1.96409 -0.78808 2.18702
C -0.90026 -0.78585 1.27313
H 3.00779 -2.87002 1.73788
H 1.56720 -1.93088 2.13040
H 2.77158 -1.30532 0.97124
H 2.21640 -4.78239 0.76264
H 0.90660 -4.73498 -0.41836
H 0.57044 -4.39767 1.29271
H 0.24704 -2.65955 -1.31806
H 0.94473 -1.16750 -0.73955
H -1.45727 -3.82612 -0.09364
H -3.36729 -3.76937 1.45752
H -3.64937 -1.82985 2.99431
H -2.10920 0.05285 2.85161
N -2.52752 1.45734 0.20924
C -1.75817 2.56666 -0.06466
S -1.18476 3.41138 1.31529
N -1.62658 2.99317 -1.32748
C -2.15418 2.30784 -2.47773
C -3.52878 2.23273 -2.65483
C -4.03806 1.56200 -3.75805
C -3.17583 1.00991 -4.69638
C -1.80147 1.12106 -4.52702
C -1.28327 1.75792 -3.40783
H -3.14898 1.57148 0.99880
H -2.95346 0.99176 -0.58633
H -0.87516 3.64693 -1.48046
H -4.19440 2.71810 -1.94882
H -5.10995 1.49684 -3.89621
H -3.57604 0.50426 -5.56615
H -1.12607 0.70141 -5.26261
H -0.21315 1.82468 -3.25451
```

Output
LUMO (alpha / beta): -4.6 / -4.6 eV
electronic energy: -53078.2787 eV
gap between HOMO and LUMO (alpha / beta): 6.0 / 5.9 eV
total charge: +1

=====

# 3
# C23H23N4O8PReS

A structure of composition C23H23N4O8PReS (wB97M-V/def2-TZVPD, OMol25).

```
61
C23H23N4O8PReS, DFT wB97M-V/def2-TZVPD
Re -1.19791 -0.69598 2.66324
N 0.24901 0.58433 3.59037
C -0.52715 1.74871 4.11664
C -1.77460 1.19368 4.80837
O -2.17703 1.64317 5.85913
N -2.29973 0.13102 4.12735
C -3.03998 -0.86227 4.89128
C -2.24622 -2.18191 4.87747
O -2.51273 -3.11198 5.58248
O -1.24566 -2.18864 3.98191
H 0.94823 0.87668 2.91070
H 0.73501 0.10703 4.34696
H 0.05346 2.33491 4.82392
H -0.81214 2.36468 3.26435
H -3.19832 -0.53375 5.91730
H -4.02592 -1.04860 4.45550
O 0.32261 -3.78748 0.95643
S 0.24058 -2.46367 0.41863
O -0.96076 -2.14773 -0.34353
O 0.39505 -1.42805 1.53142
C 1.62510 -2.21402 -0.66827
C 2.45103 -3.31755 -0.85630
C 3.48267 -3.25205 -1.77660
C 3.67411 -2.09374 -2.51345
C 2.84625 -1.00000 -2.31979
C 1.80812 -1.02981 -1.39020
P 0.72187 0.44148 -1.11598
C 1.90729 1.76995 -1.57695
C 2.86931 2.08914 -0.61728
C 3.81609 3.07156 -0.85295
C 3.80197 3.77221 -2.05267
C 2.84397 3.47331 -3.00870
C 1.90520 2.47537 -2.77533
C -0.38711 0.35216 -2.56397
C -1.26289 1.42005 -2.76936
C -2.20282 1.37749 -3.78507
C -2.30088 0.25402 -4.59586
C -1.45602 -0.82384 -4.38060
C -0.50486 -0.77665 -3.37030
H 2.26975 -4.21565 -0.28301
H 4.12776 -4.10838 -1.92133
H 4.47035 -2.03946 -3.24479
H 3.01127 -0.10021 -2.89740
H 2.88475 1.54551 0.32231
H 4.56139 3.29636 -0.10061
H 4.53357 4.54794 -2.23753
H 2.82673 4.01352 -3.94674
H 1.17281 2.24390 -3.53902
H -1.22415 2.28457 -2.11627
H -2.87197 2.21543 -3.93100
H -3.04102 0.21637 -5.38486
H -1.53501 -1.70869 -4.99940
H 0.14307 -1.62864 -3.21333
N -2.85654 -1.46356 1.52316
N -3.52815 -0.31918 0.99997
C -2.71329 0.80799 0.73331
O -3.11162 1.68467 0.01567
O -1.55975 0.77844 1.36278
H -2.43330 -2.01822 0.76087
H -3.51518 -2.02681 2.05417
H -4.17567 -0.52915 0.25274
```

Output
LUMO (alpha / beta): 0.0 / -1.3 eV
spin multiplicity: 4
ΔE to the lowest compared entry with this formula, charge and spin: 14.06 kJ/mol
expectation value of S²: 3.763
electronic energy: -68821.1718 eV
gap between HOMO and LUMO (alpha / beta): 8.2 / 6.9 eV
total charge: 0

=====

# 4
# C23H23N4Re

A structure of composition C23H23N4Re in a non-equilibrium geometry (wB97M-V/def2-TZVPD, OMol25).

```
51
C23H23N4Re, DFT wB97M-V/def2-TZVPD
Re 0.16205 -0.25731 -0.79029
C -0.32037 -0.04168 2.19909
N -0.33632 -1.10335 1.12201
C 0.66855 -2.17493 1.42007
C 2.02705 -1.69113 1.03540
C 3.18635 -2.16055 1.61090
C 4.40823 -1.71942 1.12243
C 4.43273 -0.79978 0.08205
C 3.24291 -0.36615 -0.44891
N 2.04874 -0.80857 0.00994
C -1.70035 -1.69255 0.99118
C -2.57257 -0.69967 0.29410
C -3.92520 -0.61062 0.54136
C -4.68782 0.29467 -0.17984
C -4.05918 1.11130 -1.11069
C -2.70609 0.98266 -1.30461
N -1.95604 0.06855 -0.63956
C 0.04186 1.32539 1.69708
C 0.11086 2.40117 2.55655
C 0.46967 3.64172 2.05569
C 0.75872 3.77521 0.70102
C 0.68086 2.66819 -0.10430
N 0.31677 1.45351 0.38387
H -1.30266 -0.00969 2.67020
H 0.38948 -0.33833 2.97076
H 0.62126 -2.45582 2.47241
H 0.40737 -3.05706 0.83318
H 3.13791 -2.86877 2.42842
H 5.33303 -2.08774 1.54918
H 5.36425 -0.42121 -0.31649
H 3.21585 0.35452 -1.25450
H -1.61897 -2.60828 0.40588
H -2.10338 -1.95684 1.96989
H -4.37957 -1.24702 1.29038
H -5.75460 0.37305 -0.00979
H -4.61074 1.84757 -1.68025
H -2.19048 1.62375 -1.99950
H -0.10638 2.26824 3.60920
H 0.53094 4.49780 2.71655
H 1.04627 4.72747 0.27535
H 0.90046 2.71429 -1.16005
C -1.05830 -0.73212 -3.24755
C -0.20464 -1.67730 -2.79975
C 1.06920 -1.00318 -2.55048
C 0.91986 0.40510 -2.85836
C -0.36398 0.57112 -3.25874
H -2.08394 -0.89379 -3.55832
H -0.39396 -2.73326 -2.68353
H 2.02082 -1.51232 -2.52200
H 1.72713 1.11404 -2.95750
H -0.80368 1.50909 -3.57915
```

Output
LUMO (alpha / beta): -11.0 / -11.2 eV
spin multiplicity: 2
expectation value of S²: 0.765
electronic energy: -32288.7087 eV
gap between HOMO and LUMO (alpha / beta): 7.9 / 7.3 eV
total charge: +3

=====

# 5
# C23H23N5O

The molecule C23H23N5O in a non-equilibrium geometry (wB97M-V/def2-TZVPD, OMol25).

```
52
C23H23N5O, DFT wB97M-V/def2-TZVPD
C -5.52689 -4.22253 -0.92252
C -4.59436 -3.15380 -0.43805
C -3.84957 -3.32689 0.72273
C -3.01179 -2.33432 1.18786
C -2.89487 -1.12765 0.49841
N -2.06979 -0.13664 1.00953
C -1.91576 1.12859 0.47039
C -0.76670 1.83731 0.09698
C 0.60688 1.37640 0.06884
C 0.94851 0.02512 0.01902
C 2.26724 -0.37392 -0.00712
C 3.30904 0.56308 0.02103
N 4.62151 0.16720 0.01294
C 5.01769 -1.19430 0.29408
C 6.44624 -1.19806 0.83352
O 7.38255 -0.69350 -0.09647
C 6.83514 0.27060 -0.97293
C 5.69734 1.06775 -0.33852
C 2.96008 1.92153 0.05697
C 1.64227 2.31316 0.07228
N -1.09417 3.10123 -0.25635
C -2.40097 3.20283 -0.12759
C -3.28573 4.26028 -0.37585
N -4.57218 4.16273 -0.17416
C -5.05797 2.99683 0.29981
C -4.28868 1.90583 0.57141
N -2.95141 1.99998 0.34374
C -3.62082 -0.95609 -0.67926
C -4.45956 -1.95698 -1.12947
H -5.18334 -5.20683 -0.61245
H -6.52388 -4.06749 -0.50756
H -5.60849 -4.20277 -2.00700
H -3.92638 -4.25433 1.27218
H -2.43728 -2.48590 2.09120
H -1.34053 -0.43834 1.63871
H 0.17850 -0.72959 -0.04599
H 2.48741 -1.42762 -0.07720
H 4.96477 -1.82701 -0.60502
H 4.35716 -1.61755 1.05561
H 6.48141 -0.60175 1.75793
H 6.76282 -2.21776 1.06762
H 7.65678 0.93524 -1.25162
H 6.46295 -0.22306 -1.88346
H 5.34026 1.80111 -1.06588
H 6.07511 1.60541 0.54397
H 3.72869 2.67726 0.09142
H 1.38234 3.35962 0.09812
H -2.90469 5.20028 -0.74638
H -6.12465 2.97219 0.46396
H -4.67281 0.97592 0.95927
H -3.51495 -0.04831 -1.25460
H -5.01445 -1.80446 -2.04412
```

Output
LUMO: 0.5 eV
ΔE to the lowest compared entry with this formula, charge and spin: 18.45 kJ/mol
electronic energy: -33722.0833 eV
gap between HOMO and LUMO: 7.7 eV
total charge: 0
SMILES: Cc1ccc(Nc2c(-c3ccc(N4CCOCC4)cc3)nc3cnccn23)cc1

=====

# 6
# C23H23N5O4

The molecule C23H23N5O4 in a non-equilibrium geometry (wB97M-V/def2-TZVPD, OMol25).

```
55
C23H23N5O4, DFT wB97M-V/def2-TZVPD
C -7.02123 -1.82660 -2.10881
C -6.40657 -1.99008 -0.71866
O -5.01462 -1.75875 -0.69259
C -4.60940 -0.40864 -0.69008
C -4.69361 0.24735 0.69395
C -3.72653 -0.40189 1.68308
N -2.35843 -0.12587 1.32904
C -1.40325 -1.06993 1.24555
O -1.57324 -2.25521 1.53389
C -0.10982 -0.56186 0.80419
C 1.02262 -1.36148 0.68208
N 1.02724 -2.68726 0.87655
N 2.11889 -0.60421 0.31788
C 3.41663 -1.06951 0.04552
C 3.60122 -2.25559 -0.65482
C 4.87739 -2.73825 -0.93412
C 5.94292 -1.98705 -0.50405
C 5.75596 -0.78316 0.18140
C 4.50643 -0.30161 0.47585
O 6.97302 -0.24097 0.48338
C 7.93655 -1.12894 -0.04253
O 7.28282 -2.22475 -0.64704
C 1.70579 0.70876 0.21674
N 2.42997 1.74278 -0.08684
C 1.74820 2.91983 -0.12082
C 2.44816 4.09611 -0.43957
C 1.79509 5.29801 -0.47779
C 0.42201 5.37169 -0.19893
C -0.28735 4.24551 0.11569
C 0.35179 2.99165 0.16384
N -0.37774 1.89496 0.48163
C 0.29168 0.76343 0.50680
H -6.96314 -0.79418 -2.44583
H -6.49180 -2.45396 -2.82103
H -8.06644 -2.12238 -2.08284
H -6.92835 -1.34030 -0.00312
H -6.52160 -3.02612 -0.38860
H -3.56575 -0.42466 -1.01624
H -5.19072 0.17855 -1.41300
H -5.70883 0.16183 1.08469
H -4.45757 1.30864 0.59215
H -3.84700 -1.48826 1.66847
H -3.93348 -0.03387 2.69658
H -2.09493 0.82325 1.09237
H 1.88113 -3.18024 1.07278
H 0.12876 -3.01367 1.24461
H 2.74423 -2.80123 -1.01642
H 5.02341 -3.65697 -1.47603
H 4.36191 0.63106 0.99086
H 8.58747 -1.48997 0.76944
H 8.54998 -0.60564 -0.79355
H 3.50321 4.01420 -0.65082
H 2.33469 6.20068 -0.72362
H -0.07383 6.33076 -0.23449
H -1.34390 4.28398 0.33326
```

Output
LUMO: 0.1 eV
ΔE to the lowest compared entry with this formula, charge and spin: 0.00 kJ/mol
electronic energy: -39865.7540 eV
gap between HOMO and LUMO: 7.8 eV
total charge: 0
SMILES: CCOCCCNC(=O)c1c(N)n(-c2ccc3c(c2)OCO3)c2nc3ccccc3nc12